(1)
Entry from OMol25: a structure of composition C39H97AsF6NO25P6 in a non-equilibrium geometry (ωB97M-V with the def2-TZVPD basis set).

Each line ends with the Löwdin charge.
CARTESIAN COORDINATES (ANGSTROEM)
As  -13.281  -5.409  14.160  0.96
P  -10.036  2.141  13.912  0.52
P  -8.184  -8.515  11.713  0.51
P  -11.381  0.822  18.502  0.47
P  -18.387  -1.434  15.867  0.50
P  -13.107  -0.513  9.775  0.48
P  -17.286  -9.186  18.347  0.48
F  -14.817  -4.504  13.886  -0.29
F  -13.897  -5.956  15.795  -0.31
F  -11.680  -6.245  14.535  -0.29
F  -14.042  -6.870  13.472  -0.28
F  -12.751  -4.856  12.548  -0.27
F  -12.628  -3.894  14.865  -0.28
O  -7.168  -8.721  12.768  -0.26
O  -18.737  -9.334  19.130  -0.17
O  -9.631  2.904  12.538  -0.21
O  -11.425  2.375  14.436  -0.24
O  -12.219  1.419  19.737  -0.17
O  -13.100  0.019  8.253  -0.21
O  -16.762  -7.690  18.740  -0.17
O  -16.891  -1.960  15.977  -0.21
O  -16.327  -10.298  18.435  -0.22
O  -8.976  2.727  15.005  -0.21
O  -14.467  -1.444  9.927  -0.19
O  -9.628  0.539  13.774  -0.23
O  -18.509  0.018  15.394  -0.27
O  -7.766  -9.326  10.313  -0.18
O  -17.828  -8.895  16.877  -0.18
O  -11.736  -0.705  18.606  -0.19
O  -19.233  -2.473  14.967  -0.19
O  -13.012  0.512  10.869  -0.24
O  -12.613  -6.770  7.019  -0.09
O  -9.651  -9.082  12.047  -0.19
O  -8.450  -6.954  11.227  -0.22
O  -11.904  -1.515  9.639  -0.18
O  -18.865  -1.625  17.424  -0.20
O  -9.857  0.913  19.018  -0.19
O  -11.707  1.507  17.220  -0.21
N  -13.578  -7.271  9.158  -0.21
C  -13.344  -6.457  8.055  -0.24
C  -10.172  -1.996  8.253  -0.07
C  -21.220  -2.167  17.747  -0.09
C  -15.131  -6.889  20.389  -0.06
C  -6.763  -8.723  9.460  -0.30
C  -6.171  -9.738  8.517  -0.08
C  -9.010  1.642  10.468  -0.06
C  -20.184  -1.134  17.891  -0.26
C  -15.385  -7.460  18.982  -0.29
C  -12.680  -8.337  9.354  -0.06
C  -11.633  -9.757  13.237  -0.06
C  -10.541  -0.465  14.177  -0.21
C  -11.891  0.932  20.988  -0.30
C  -10.124  2.346  11.300  -0.22
C  -14.638  -1.790  12.464  -0.07
C  -16.892  -8.747  15.833  -0.28
C  -17.559  -7.952  14.758  -0.07
C  -7.585  2.616  14.564  -0.25
C  -7.628  1.176  18.342  -0.06
C  -12.839  -1.225  17.976  -0.28
C  -17.920  -10.101  21.417  -0.09
C  -18.913  -1.523  12.692  -0.05
C  -12.864  -0.163  21.433  -0.07
C  -15.797  -3.086  17.791  -0.03
C  -7.142  4.056  14.339  -0.08
C  -13.320  1.652  6.372  -0.05
C  -9.945  -5.182  12.058  -0.09
C  -14.397  -6.846  10.282  -0.05
C  -10.620  -1.017  9.265  -0.29
C  -18.667  -2.738  13.716  -0.26
C  -18.727  -10.368  20.144  -0.27
C  -14.422  -2.404  11.079  -0.22
C  -16.371  -3.227  16.355  -0.22
C  -8.984  1.850  18.496  -0.29
C  -12.453  -2.708  17.912  -0.06
C  -10.324  -8.964  13.291  -0.26
C  -8.605  -5.835  12.207  -0.22
C  -10.044  -1.699  13.217  -0.03
C  -13.063  1.417  7.947  -0.23
H  -9.113  -1.956  7.998  0.08
H  -13.698  -1.093  18.634  0.10
H  -18.649  -7.990  14.753  0.08
H  -8.768  0.665  10.885  0.06
H  -18.059  -9.133  21.899  0.08
H  -6.967  2.223  15.371  0.11
H  -7.567  0.574  17.435  0.08
H  -18.405  -0.621  13.032  0.05
H  -15.149  -3.904  18.106  0.07
H  -15.325  -2.985  10.892  0.11
H  -6.979  -10.313  8.063  0.08
H  -14.752  -8.340  18.876  0.11
H  -10.724  -2.543  13.334  0.03
H  -18.043  -10.952  22.086  0.08
H  -10.621  -7.918  13.356  0.08
H  -21.303  -2.459  16.700  0.08
H  -13.011  -0.768  17.002  0.13
H  -9.795  -9.235  14.205  0.13
H  -6.715  1.770  18.309  0.07
H  -16.792  -9.730  15.373  0.12
H  -13.343  -9.187  9.515  0.09
H  -12.335  -8.183  10.377  0.08
H  -13.918  0.848  5.943  0.07
H  -19.746  -10.397  20.530  0.11
H  -9.035  2.709  19.165  0.13
H  -14.906  -6.938  18.153  0.10
H  -16.712  -3.198  18.373  0.07
H  -20.855  -2.991  18.359  0.08
H  -7.325  0.675  19.261  0.07
H  -7.118  -7.947  8.782  0.11
H  -13.835  2.606  6.256  0.06
H  -8.383  -6.188  13.215  0.11
H  -15.931  -8.351  16.162  0.12
H  -6.743  4.608  15.190  0.07
H  -12.099  -9.892  12.260  0.06
H  -12.391  -9.257  13.840  0.07
H  -7.521  1.912  13.734  0.10
H  -16.831  -10.078  21.364  0.06
H  -13.164  -3.336  17.376  0.04
H  -10.343  -0.736  15.214  0.11
H  -15.544  -3.247  15.644  0.10
H  -12.125  1.863  8.277  0.10
H  -19.919  -1.128  12.548  0.07
H  -7.874  4.664  13.808  0.08
H  -15.960  -6.393  20.893  0.07
H  -10.671  -5.988  11.953  0.06
H  -10.655  0.007  8.892  0.10
H  -9.026  -1.935  13.526  0.07
H  -5.294  -10.322  8.796  0.07
H  -14.783  -7.747  20.964  0.07
H  -17.605  -2.929  13.868  0.08
H  -13.864  -5.489  8.131  0.13
H  -17.197  -3.901  16.131  0.12
H  -11.915  -8.464  8.588  0.10
H  -11.473  -2.787  17.442  0.08
H  -12.423  1.618  5.753  0.06
H  -14.353  -6.132  20.290  0.07
H  -18.942  -3.673  13.229  0.11
H  -9.064  1.691  9.380  0.07
H  -17.217  -8.044  13.727  0.08
H  -10.019  -4.631  11.121  0.08
H  -12.932  -0.175  22.521  0.07
H  -10.209  -1.539  12.151  0.04
H  -18.637  -1.875  11.698  0.06
H  -18.460  -11.354  19.764  0.11
H  -10.817  0.902  21.168  0.12
H  -13.856  0.102  21.069  0.09
H  -12.297  -3.126  18.906  0.08
H  -12.310  1.784  21.524  0.12
H  -6.263  3.937  13.705  0.07
H  -22.170  -1.943  18.231  0.08
H  -9.911  -1.066  10.091  0.09
H  -13.850  1.848  8.565  0.11
H  -10.982  1.696  11.472  0.09
H  -17.327  -6.925  15.039  0.07
H  -14.731  -5.817  10.422  0.08
H  -8.066  2.184  10.532  0.07
H  -15.308  -7.411  10.083  0.09
H  -15.561  -2.197  12.878  0.05
H  -10.309  -4.563  12.877  0.05
H  -5.999  -8.153  9.989  0.12
H  -10.444  3.319  10.925  0.12
H  -10.740  -1.906  7.327  0.09
H  -5.865  -9.093  7.693  0.07
H  -12.648  -1.214  21.244  0.07
H  -10.294  -2.984  8.695  0.08
H  -20.398  -0.228  17.324  0.11
H  -11.390  -10.773  13.548  0.07
H  -13.832  -2.149  13.103  0.06
H  -7.813  -5.153  11.896  0.11
H  -20.034  -0.835  18.928  0.12
H  -11.589  -0.292  13.936  0.11
H  -13.543  -3.047  11.105  0.09
H  -9.356  2.214  17.538  0.09
H  -14.730  -0.705  12.513  0.08
H  -15.377  -2.082  17.857  0.07
H  -13.954  -7.042  11.258  0.06

## Properties
**Total charge**: -1
**Orbital gap**: 9.14 eV
**Molecular weight**: 1354.94 g mol⁻¹

=====

(2)
Entry from OMol25: a cluster of 7 separate species, C39H98N6O13 in total in a non-equilibrium geometry (ωB97M-V with the def2-TZVPD basis set).

Each line ends with the Löwdin charge.
CARTESIAN COORDINATES (ANGSTROEM)
O  0.451  -11.121  1.303  -0.20
O  1.143  2.698  1.632  -0.22
O  0.698  -5.782  -0.911  -0.19
O  -3.980  -1.327  2.539  -0.19
O  2.901  9.339  -2.137  -0.19
O  -0.998  2.347  -8.142  -0.20
O  -0.896  -1.509  -0.796  -0.08
O  -1.386  6.153  -1.771  -0.18
O  3.913  -2.612  -0.592  -0.17
O  1.131  -2.761  3.346  -0.19
O  4.502  0.080  4.156  -0.20
O  -7.538  -2.440  5.723  -0.19
O  -0.084  3.647  -5.244  -0.19
N  3.827  3.139  3.267  -0.06
N  1.088  -8.081  1.086  -0.06
N  1.050  6.568  -0.548  -0.05
N  1.192  0.828  -6.465  -0.06
N  1.581  -1.366  0.937  -0.03
N  -6.279  -0.323  4.093  -0.07
C  0.217  1.130  -5.412  -0.21
C  -4.447  0.003  2.527  -0.25
C  -1.496  3.644  -5.246  -0.12
C  3.972  -1.129  4.659  -0.11
C  -2.096  2.271  -9.007  -0.12
C  0.489  2.463  -4.719  -0.21
C  -0.854  0.886  -0.752  -0.04
C  4.045  -3.533  -1.657  -0.10
C  -0.142  -4.698  -1.210  -0.12
C  0.421  -1.575  3.059  -0.22
C  1.959  -6.946  0.750  -0.21
C  1.259  1.788  -7.565  -0.20
C  -8.583  -3.368  5.530  -0.12
C  -0.710  -0.373  -1.631  -0.48
C  -3.108  -1.582  1.452  -0.11
C  -1.762  -0.406  -2.723  -0.05
C  0.647  3.595  2.603  -0.11
C  1.763  7.337  -1.560  -0.22
C  -6.797  -0.192  5.473  -0.20
C  4.659  2.478  4.260  -0.21
C  4.075  1.218  4.885  -0.22
C  1.839  -9.195  1.687  -0.20
C  -0.359  5.257  -2.150  -0.22
C  3.567  10.504  -1.690  -0.12
C  1.159  -5.692  0.425  -0.23
C  -5.065  0.432  3.853  -0.22
C  3.538  2.337  2.060  -0.19
C  0.153  1.694  -8.612  -0.23
C  0.285  -3.799  3.812  -0.09
C  1.325  -0.695  2.205  -0.19
C  -0.233  -12.254  1.799  -0.11
C  2.627  -0.680  0.184  -0.18
C  0.885  -10.201  2.293  -0.23
C  3.073  -1.544  -0.965  -0.24
C  0.708  5.220  -1.050  -0.19
C  2.217  8.703  -1.075  -0.23
C  -7.998  -1.111  5.624  -0.24
C  -2.228  6.521  -2.824  -0.12
C  2.464  3.002  1.205  -0.22
H  -1.749  4.608  -5.687  0.10
H  -1.909  3.672  -4.227  0.07
H  -8.208  -4.387  5.439  0.08
H  2.192  1.551  -8.085  0.12
H  3.099  -4.067  -1.801  0.08
H  -4.296  0.268  4.621  0.12
H  2.903  -0.981  4.855  0.08
H  2.873  8.562  -0.211  0.12
H  2.661  -7.184  -0.056  0.12
H  -2.554  1.278  -9.094  0.09
H  -0.518  -4.709  -2.236  0.09
H  0.761  4.618  2.218  0.08
H  -8.550  -0.774  6.511  0.12
H  -3.072  7.070  -2.402  0.09
H  1.144  3.546  3.573  0.08
H  2.235  -0.632  2.808  0.09
H  2.809  11.214  -1.327  0.09
H  -5.962  -0.394  6.155  0.12
H  4.345  -3.058  -2.594  0.09
H  -1.034  -4.616  -0.583  0.09
H  0.035  -9.697  2.761  0.12
H  -5.304  1.489  3.732  0.12
H  0.553  2.149  -9.528  0.12
H  0.122  -3.740  4.891  0.09
H  0.866  0.292  2.171  0.11
H  0.781  -4.732  3.542  0.08
H  1.268  2.825  -7.231  0.12
H  -2.009  2.824  -5.746  0.07
H  0.277  -5.720  1.075  0.12
H  -1.807  2.570  -10.024  0.09
H  -0.291  0.782  0.174  0.05
H  -3.560  0.659  2.477  0.12
H  4.777  -4.272  -1.340  0.09
H  1.400  -10.793  3.062  0.12
H  -2.733  5.678  -3.315  0.07
H  2.477  -8.791  2.473  0.11
H  0.360  4.632  -0.198  0.10
H  -0.105  -1.538  -0.227  0.04
H  -1.732  7.106  -3.601  0.09
H  -0.027  0.634  -8.838  0.12
H  4.198  10.328  -0.813  0.08
H  -1.665  0.329  -3.520  0.06
H  0.398  0.406  -4.612  0.10
H  0.990  -0.087  -6.849  0.10
H  3.181  1.347  2.334  0.08
H  1.575  4.687  -1.444  0.12
H  -5.106  0.181  1.673  0.13
H  2.988  1.350  4.939  0.13
H  1.207  7.422  -2.501  0.11
H  4.111  10.913  -2.534  0.09
H  2.501  2.613  0.184  0.11
H  4.235  3.994  2.912  0.11
H  2.146  -1.893  -1.456  0.11
H  2.446  -9.657  0.902  0.12
H  -0.522  1.773  -1.303  0.06
H  5.700  2.269  3.970  0.12
H  -1.850  -1.413  -3.138  0.08
H  -6.167  -1.318  3.932  0.11
H  -1.208  -12.343  1.320  0.08
H  -2.260  -0.892  1.479  0.06
H  -2.862  2.966  -8.663  0.09
H  2.655  6.798  -1.898  0.13
H  1.765  -4.796  0.590  0.11
H  -0.352  -12.231  2.885  0.08
H  0.690  -8.405  0.210  0.11
H  1.343  9.316  -0.819  0.13
H  4.027  -1.902  3.893  0.09
H  4.485  1.107  5.894  0.12
H  -3.650  -1.548  0.506  0.09
H  4.461  -1.481  5.573  0.09
H  -9.228  -3.339  6.415  0.09
H  0.302  -0.357  -2.055  0.12
H  -8.591  -0.995  4.713  0.12
H  -7.132  0.845  5.567  0.12
H  1.833  -2.342  1.036  0.11
H  2.526  -6.755  1.665  0.11
H  2.613  4.082  1.092  0.12
H  0.127  -1.089  3.998  0.13
H  -0.494  -1.706  2.466  0.10
H  0.294  2.379  -3.644  0.10
H  2.308  0.310  -0.145  0.11
H  -0.754  4.265  -2.390  0.10
H  4.462  2.179  1.488  0.12
H  -9.164  -3.179  4.622  0.09
H  -1.897  1.066  -0.484  0.08
H  -0.430  3.482  2.735  0.09
H  1.563  2.616  -4.866  0.13
H  3.547  -0.995  -1.791  0.13
H  3.488  -0.521  0.853  0.13
H  -0.698  -3.839  3.332  0.08
H  0.091  5.605  -3.086  0.11
H  0.441  -3.769  -1.185  0.06
H  0.156  6.991  -0.330  0.10
H  0.373  -13.128  1.542  0.09
H  -2.769  -0.236  -2.325  0.08
H  -0.826  1.014  -5.730  0.10
H  -2.685  -2.569  1.639  0.08
H  4.786  3.219  5.057  0.11

## Properties
**SMILES string**: COCCNCCOC.COCCNCCOC.COCCNCCOC.COCCNCCOC.COCCNCCOC.COCCNCCOC.CC(C)O
**Total charge**: 0
**Orbital gap**: 9.28 eV
**Molecular weight**: 859.24 g mol⁻¹

=====

(3)
Entry from OMol25: a structure of composition C3AuO2 in a non-equilibrium geometry (ωB97M-V with the def2-TZVPD basis set).

Each line ends with the Löwdin charge.
CARTESIAN COORDINATES (ANGSTROEM)
Au  2.598  -0.271  -0.178  1.11
O  -0.039  -0.871  0.071  -0.02
O  0.282  1.316  0.025  0.18
C  -1.385  -0.647  0.019  -0.05
C  -2.260  0.260  -0.027  0.30
C  0.804  0.213  0.090  -0.52

## Properties
**⟨S²⟩**: 2.026
**Multiplicity**: 3
**Total charge**: +1
**Orbital gap (spin up / spin down)**: 9.32 / 4.59 eV
**Molecular weight**: 265.00 g mol⁻¹

=====

(4)
Entry from OMol25: a cluster of 2 separate species, C3Cl2F6O2S in total in a non-equilibrium geometry (ωB97M-V with the def2-TZVPD basis set).

Each line ends with the Löwdin charge.
CARTESIAN COORDINATES (ANGSTROEM)
Cl  -0.989  -0.225  2.075  0.81
Cl  -2.821  0.133  -0.679  0.42
S  -1.157  1.262  -0.360  0.31
F  1.632  -1.611  -1.135  0.15
F  1.639  1.075  -0.365  0.04
F  0.043  -2.949  -0.230  0.20
F  -0.449  -1.750  -1.933  0.17
F  0.972  1.652  1.681  0.21
F  1.906  -0.282  1.416  0.16
O  -1.387  2.394  0.510  -0.31
O  -0.591  1.459  -1.636  -0.31
C  1.109  0.653  0.924  -0.76
C  -0.226  0.034  0.604  -0.73
C  0.320  -1.847  -0.872  -0.37

## Properties
**Total charge**: 0
**Orbital gap (spin up / spin down)**: 8.80 / 8.80 eV
**Molecular weight**: 284.99 g mol⁻¹

=====

(5)
Entry from OMol25: a structure of composition C3Cl3O in a non-equilibrium geometry (ωB97M-V with the def2-TZVPD basis set).

Each line ends with the Löwdin charge.
CARTESIAN COORDINATES (ANGSTROEM)
Cl  -1.843  -0.895  -0.763  0.93
Cl  -0.368  2.018  0.044  0.81
Cl  1.895  0.904  -0.925  0.92
O  -0.061  -1.438  0.771  0.01
C  0.505  0.591  -0.175  -1.25
C  0.090  -0.451  1.448  0.26
C  -0.218  -0.730  -0.401  -0.68

## Properties
**Total charge**: +1
**Orbital gap (spin up / spin down)**: 7.74 / 7.74 eV
**Molecular weight**: 158.39 g mol⁻¹

=====

(6)
Entry from OMol25: the ion C3ClO2 with charge -1 in a non-equilibrium geometry (ωB97M-V with the def2-TZVPD basis set).

Each line ends with the Löwdin charge.
CARTESIAN COORDINATES (ANGSTROEM)
Cl  2.690  0.292  0.203  0.34
O  -2.320  0.074  0.337  0.08
O  -0.409  -1.253  0.168  0.00
C  0.123  0.080  -0.237  -0.45
C  1.107  0.859  -0.436  -0.53
C  -1.191  -0.052  -0.034  -0.44

## Properties
**Total charge**: -1
**Orbital gap**: 7.60 eV
**Molecular weight**: 103.48 g mol⁻¹